27
Properties=species:S:1:pos:R:3 method="wB97M-V/def2-TZVPD" e_homo_ev=-13.82 relative_energy_ev=2.7161 total_charge=+1 homo_lumo_gap_ha=0.4013
C -0.934 -3.116 1.190
C -0.882 -2.939 -0.182
C -0.661 -2.037 2.020
C -0.538 -1.706 -0.776
C -0.302 -0.781 0.196
C -0.752 1.913 -0.339
C -0.018 1.918 0.949
C -0.447 -1.530 -2.248
C 0.920 3.033 1.311
C 1.554 0.989 -0.870
N -0.345 -0.877 1.468
N 0.333 0.986 -0.101
H -1.176 -4.078 1.610
H -1.099 -3.769 -0.837
H -0.666 -2.072 3.098
H -1.745 1.488 -0.395
H -0.569 2.705 -1.055
H -0.490 1.433 1.799
H -1.117 -2.222 -2.752
H -0.696 -0.513 -2.545
H 0.570 -1.747 -2.582
H 0.409 3.712 1.989
H 1.232 3.603 0.438
H 1.800 2.648 1.820
H 2.041 1.965 -0.822
H 2.238 0.238 -0.470
H 1.338 0.757 -1.914